# 1
The following is a DFT calculation (ωB97M-V/def2-TZVPD) of a cluster of 2 separate species, C4H4F2 in total.

Calculated values
molar mass: 90.07 g/mol
ΔE to the lowest compared entry with this formula, charge and spin: 144.7 kcal/mol
F_max: 4.6 eV/A
charge: 0
energy: -9640.176 eV
HOMO-LUMO gap (alpha / beta): 8.62 / 7.76 eV
E_LUMO (alpha / beta): 0.295 / 0.291 eV

```
10
C4H4F2, DFT ωB97M-V/def2-TZVPD
C -1.4346 0.6713 0.0783
C -1.2954 -0.5726 -0.3234
C -0.0676 0.2052 -0.2082
C 1.2004 -0.0318 0.5668
F -2.2000 1.7123 0.3358
F -1.7158 -1.7906 -0.3400
H 0.8645 0.2229 -2.1925
H 1.6754 -1.0768 0.3005
H 0.8820 0.0288 1.5413
H 2.0911 0.6312 0.2413
```


# 2
The following is a DFT calculation (ωB97M-V/def2-TZVPD) of an isolated molecule of C4H4F2.

Calculated values
molar mass: 90.07 g/mol
ΔE to the lowest compared entry with this formula, charge and spin: 40.2 kcal/mol
F_max: 5.6 eV/A
SMILES: C=C/C(F)=C/F
charge: 0
energy: -9644.707 eV
HOMO-LUMO gap: 9.74 eV
E_LUMO: 0.611 eV

```
10
C4H4F2, DFT ωB97M-V/def2-TZVPD
C -1.8558 0.1813 0.0635
C -0.5768 -0.3284 -0.1699
C 0.6843 0.3956 0.0615
F 0.4340 1.7042 -0.0610
C 1.8902 -0.1817 -0.0145
F 3.1385 0.2683 -0.0441
H -2.1121 1.2767 0.1335
H -2.6410 -0.4908 -0.0973
H -0.8634 -1.4891 -0.2067
H 1.9020 -1.3361 0.3351
```


# 3
The following is a DFT calculation (ωB97M-V/def2-TZVPD) of an isolated molecule of C4H4F2.

Calculated values
molar mass: 90.07 g/mol
ΔE to the lowest compared entry with this formula, charge and spin: 52.7 kcal/mol
F_max: 4.4 eV/A
SMILES: FC1(F)[C@@H]2C[C@@H]21
charge: 0
energy: -9644.167 eV
HOMO-LUMO gap: 10.51 eV
E_LUMO: 1.144 eV

```
10
C4H4F2, DFT ωB97M-V/def2-TZVPD
F -0.5092 1.8237 1.4384
C -0.5283 1.0233 0.4052
F -1.5858 1.1322 -0.3780
C 0.6233 0.4364 -0.1051
C 0.1486 -0.8447 -0.7157
C -0.1975 -0.6781 0.6434
H 1.6259 0.6133 -0.3616
H 1.0295 -1.4868 -1.0218
H -0.7366 -0.9005 -1.4742
H 0.1299 -1.1189 1.5692
```


# 4
The following is a DFT calculation (ωB97M-V/def2-TZVPD) of an isolated molecule of C4H4F2N2.

Calculated values
molar mass: 118.09 g/mol
ΔE to the lowest compared entry with this formula, charge and spin: 83.7 kcal/mol
F_max: 4.3 eV/A
SMILES: C=N/N=C\C(F)=C/F
charge: 0
energy: -12624.084 eV
HOMO-LUMO gap: 9.86 eV
E_LUMO: 0.344 eV

```
12
C4H4F2N2, DFT ωB97M-V/def2-TZVPD
C -1.7467 -1.1365 -1.3998
N -0.4914 -0.9125 -1.3505
N -0.0573 0.3347 -1.6519
C 0.4647 1.0461 -0.6636
C 0.7942 0.4774 0.6288
F 2.1158 0.7221 0.7526
C 0.1412 -0.0671 1.6768
F -1.1350 -0.3799 1.4860
H -1.9143 -2.1730 -1.0141
H -2.5101 -0.4314 -1.3683
H 0.7841 2.0973 -0.8738
H 0.7326 -0.4473 2.6722
```


# 5
The following is a DFT calculation (ωB97M-V/def2-TZVPD) of a cluster of 2 separate species, C4H4F2O in total.

Calculated values
molar mass: 106.07 g/mol
ΔE to the lowest compared entry with this formula, charge and spin: 126.3 kcal/mol
F_max: 2.9 eV/A
charge: 0
energy: -11689.260 eV
HOMO-LUMO gap: 9.40 eV
E_LUMO: 0.539 eV

```
11
C4H4F2O, DFT ωB97M-V/def2-TZVPD
C -1.8996 0.4555 0.0786
C -3.1297 0.0937 0.0787
C 2.6912 -1.3392 -0.1049
C -0.6621 0.7186 0.0164
O 2.8393 -0.0903 0.2561
F -3.5657 -1.0907 0.3220
F 0.1718 1.0158 1.0211
H -3.8662 0.8060 0.3826
H 3.7661 -1.6770 -0.1636
H -0.0738 0.7480 -0.8916
H 1.9848 0.3291 0.2540
```


# 6
The following is a DFT calculation (ωB97M-V/def2-TZVPD) of a cluster of 2 separate species, C4H4F3N in total.

Calculated values
molar mass: 123.08 g/mol
ΔE to the lowest compared entry with this formula, charge and spin: 112.4 kcal/mol
F_max: 2.8 eV/A
charge: 0
energy: -13849.231 eV
HOMO-LUMO gap (alpha / beta): 9.66 / 8.16 eV
E_LUMO (alpha / beta): 0.162 / -0.694 eV

```
12
C4H4F3N, DFT ωB97M-V/def2-TZVPD
C -0.0191 -2.0569 -0.7510
C -0.2317 -0.7793 -0.1447
C 1.7593 1.6023 0.8911
C -1.4508 0.0250 -0.1599
N 0.3625 -1.1457 -1.4982
F -1.5101 0.7541 0.9886
F -1.5278 0.7841 -1.2895
F -2.5318 -0.7423 -0.2251
H -0.1763 -3.0974 -0.6670
H 1.8632 0.7326 1.5539
H 1.1837 2.3655 1.3162
H 2.2790 1.5581 -0.0144
```


# 7
The following is a DFT calculation (ωB97M-V/def2-TZVPD) of an isolated molecule of C4H4F3N.

Calculated values
molar mass: 123.08 g/mol
ΔE to the lowest compared entry with this formula, charge and spin: 31.7 kcal/mol
F_max: 3.8 eV/A
charge: 0
energy: -13852.729 eV
HOMO-LUMO gap: 9.24 eV
E_LUMO: 0.803 eV

```
12
C4H4F3N, DFT ωB97M-V/def2-TZVPD
C -2.1275 -1.3344 -0.1456
C -0.0184 -0.0966 -0.1155
C 1.2038 -0.0640 -0.9855
C 0.1061 0.7606 1.0382
N -1.0892 -0.7410 -0.2595
F -1.0241 0.7627 1.8347
F 0.9471 0.2985 1.9517
F 0.5592 2.0104 0.7365
H -3.0633 -1.0895 -0.5771
H 1.7804 -1.0388 -0.7236
H 1.8427 0.7603 -0.7301
H 0.8833 -0.2282 -2.0241
```


# 8
The following is a DFT calculation (ωB97M-V/def2-TZVPD) of a cluster of 2 separate species, C4H4F3O3S in total.

Calculated values
molar mass: 189.13 g/mol
ΔE to the lowest compared entry with this formula, charge and spin: 74.2 kcal/mol
F_max: 3.8 eV/A
charge: -1
energy: -29339.523 eV
HOMO-LUMO gap (alpha / beta): 8.48 / 8.48 eV
E_LUMO (alpha / beta): 2.717 / 2.717 eV

```
15
C4H4F3O3S, DFT ωB97M-V/def2-TZVPD
C 0.6134 -0.1295 1.7040
C 0.6201 -1.1123 2.5711
C 0.3932 -0.6652 -1.4497
C -0.6329 0.0012 -0.5613
O 0.1456 2.2434 -1.8789
O -1.8472 0.9911 -2.1079
O -1.5639 2.4843 -0.1446
F 1.5307 0.8866 1.9135
F 1.3967 -1.1399 3.9063
F -0.1229 -2.1705 2.5855
S -0.9870 1.6657 -1.1387
H 0.4494 -1.6740 -1.0780
H 1.3721 -0.0889 -1.4799
H 0.1571 -0.7949 -2.4782
H -1.5243 -0.4971 -0.3632
```


# 9
The following is a DFT calculation (ωB97M-V/def2-TZVPD) of a cluster of 2 separate species, C4H4FNOS2 in total.

Calculated values
molar mass: 165.21 g/mol
F_max: 1.2 eV/A
SMILES: C=C(F)C#N.O=C(S)S
charge: 0
energy: -32136.640 eV
HOMO-LUMO gap: 10.55 eV
E_LUMO: 0.294 eV

```
13
C4H4FNOS2, DFT ωB97M-V/def2-TZVPD
C 2.7869 -1.1648 0.1623
C 2.0091 -0.1036 0.3101
F 1.0745 -0.0208 1.2647
C 2.0725 1.0717 -0.5242
N 2.1271 2.0123 -1.1963
H 3.5298 -1.1886 -0.6247
H 2.6841 -2.0149 0.8278
O -0.7183 0.1801 -0.1853
C -1.9132 0.2127 -0.0963
S -2.8633 -1.2444 -0.5082
S -2.7111 1.7178 0.4458
H -4.0933 -0.7632 -0.2708
H -3.9849 1.3056 0.3950
```


# 10
The following is a DFT calculation (ωB97M-V/def2-TZVPD) of an isolated molecule of C4H4FNS.

Calculated values
molar mass: 117.15 g/mol
ΔE to the lowest compared entry with this formula, charge and spin: 11.8 kcal/mol
F_max: 3.0 eV/A
SMILES: Fc1c[nH]cc1S
charge: 0
energy: -19254.402 eV
HOMO-LUMO gap: 8.74 eV
E_LUMO: 0.830 eV

```
11
C4H4FNS, DFT ωB97M-V/def2-TZVPD
F -2.1152 0.1203 -0.0696
C -0.8685 0.2409 0.3871
C -0.5244 0.9807 1.5392
N 0.8632 1.0460 1.5363
C 1.3661 0.3730 0.4769
C 0.2939 -0.2002 -0.2386
S 0.5897 -1.1529 -1.6285
H -1.2692 1.3712 2.2642
H 1.3972 1.6712 2.2189
H 2.4684 -0.0270 0.5270
H -0.6407 -1.3402 -2.0711
```


# 11
The following is a DFT calculation (ωB97M-V/def2-TZVPD) of an isolated molecule of C4H4FP.

Calculated values
molar mass: 102.05 g/mol
ΔE to the lowest compared entry with this formula, charge and spin: 79.4 kcal/mol
F_max: 3.6 eV/A
charge: 0
energy: -16215.060 eV
HOMO-LUMO gap (alpha / beta): 8.28 / 8.28 eV
E_LUMO (alpha / beta): -0.907 / -0.907 eV

```
10
C4H4FP, DFT ωB97M-V/def2-TZVPD
C 1.0698 0.0787 0.2190
C 0.3015 1.0800 -0.2192
C -0.4254 -1.7360 -0.4841
C 0.6603 -1.3120 0.1154
F 1.5692 -2.1802 0.6788
P -1.3123 0.7497 -0.9854
H 2.0431 0.2608 0.6582
H 0.6640 2.0990 -0.2104
H -0.9129 -2.6623 -0.6595
H -1.9696 0.5524 0.2386
```


# 12
The following is a DFT calculation (ωB97M-V/def2-TZVPD) of a structure of composition C4H4FeO5.

Calculated values
spin multiplicity: 5
molar mass: 187.92 g/mol
F_max: 8.0 eV/A
charge: +2
energy: -48815.654 eV
HOMO-LUMO gap (alpha / beta): 7.42 / 6.71 eV
E_LUMO (alpha / beta): -11.356 / -12.060 eV

```
14
C4H4FeO5, DFT ωB97M-V/def2-TZVPD
O 0.1003 1.4874 -0.2138
C -0.1519 0.9719 0.8870
O 0.1497 -0.4110 0.7411
H -0.7645 -2.5686 -2.3144
Fe -1.0376 1.7819 3.4451
O -0.9496 1.2475 1.7827
O -0.6760 -0.7275 -1.3704
C -0.2538 -1.6099 -2.4432
C 1.2601 -1.6879 -2.2484
O 1.4657 -0.9884 -0.9936
C 0.3376 -0.4842 -0.5994
H -0.5509 -1.1383 -3.3842
H 1.8288 -1.1657 -3.0231
H 1.6321 -2.7079 -2.1180
```


What did the second record say?
The following is a DFT calculation (ωB97M-V/def2-TZVPD) of an isolated molecule of C4H4F2.

Calculated values
molar mass: 90.07 g/mol
ΔE to the lowest compared entry with this formula, charge and spin: 40.2 kcal/mol
F_max: 5.6 eV/A
SMILES: C=C/C(F)=C/F
charge: 0
energy: -9644.707 eV
HOMO-LUMO gap: 9.74 eV
E_LUMO: 0.611 eV

```
10
C4H4F2, DFT ωB97M-V/def2-TZVPD
C -1.8558 0.1813 0.0635
C -0.5768 -0.3284 -0.1699
C 0.6843 0.3956 0.0615
F 0.4340 1.7042 -0.0610
C 1.8902 -0.1817 -0.0145
F 3.1385 0.2683 -0.0441
H -2.1121 1.2767 0.1335
H -2.6410 -0.4908 -0.0973
H -0.8634 -1.4891 -0.2067
H 1.9020 -1.3361 0.3351
```


- Which of these has the lowest F_max?
  C4H4FNOS2